No. 1
Entry from the OMol25 dataset: C28H29CuN5S3Si as an isolated structure (ωB97M-V/def2-TZVPD).

Structure (XYZ):
```
67
Properties=species:S:1:pos:R:3:lowdin_charge:R:1
Cu 0.247 -0.200 0.258 0.080
S -1.329 -1.915 4.469 1.041
S 1.163 2.740 -2.174 0.527
S -4.271 0.513 -0.639 1.052
Si 1.369 -2.026 -0.487 0.606
N 0.258 1.895 -4.541 0.031
N 0.692 1.743 0.927 0.146
N -0.616 -0.664 2.384 0.057
N -1.873 0.130 0.068 0.040
N 2.630 1.976 -4.267 0.080
C 1.338 -1.334 3.715 -0.067
C -1.995 -0.758 2.341 -0.307
C 0.475 -4.722 0.232 -0.127
C 3.124 -2.092 -4.880 -0.127
C 3.928 -2.453 -3.808 -0.111
C 2.784 1.488 -5.484 -0.379
C 1.623 2.402 1.036 -0.207
C -2.026 -4.475 -0.927 -0.109
C -1.694 -5.650 -0.261 -0.126
C 1.308 -1.702 -3.352 -0.106
C 3.414 -2.444 -2.514 -0.125
C -2.669 -0.222 1.143 -0.311
C -0.128 -1.239 3.437 -0.629
C 4.198 1.243 -5.935 -0.044
C -1.109 -3.434 -0.997 -0.124
C 2.801 3.277 1.118 -0.221
C -3.998 -0.067 0.943 -0.359
C 1.365 2.171 -3.790 -0.856
C -0.440 -5.769 0.321 -0.118
C 2.645 4.571 0.320 -0.130
C 0.456 1.417 -5.758 -0.195
C -2.014 0.910 -2.278 -0.086
C 2.089 -2.079 -2.252 -0.333
C 0.171 -3.527 -0.430 -0.333
C -2.552 -1.400 3.393 -0.355
C -2.580 0.521 -0.953 -0.608
C 1.807 -1.709 -4.647 -0.103
C 1.703 1.182 -6.305 -0.087
H 2.525 -2.628 0.286 -0.056
H 1.179 -1.394 -5.471 0.088
H -0.170 -6.681 0.843 0.088
H -1.129 1.543 -2.149 -0.004
H -0.441 1.208 -6.339 0.094
H 4.486 0.217 -5.695 0.057
H 4.958 -2.745 -3.979 0.089
H 1.868 -0.947 2.846 0.067
H 1.455 -4.837 0.684 0.079
H -2.409 -6.462 -0.194 0.086
H 3.646 2.694 0.749 0.120
H -3.004 -4.367 -1.383 0.091
H 4.874 1.910 -5.402 0.071
H 4.307 1.384 -7.013 0.067
H -3.592 -1.615 3.576 0.071
H -1.697 0.016 -2.818 0.073
H -4.805 -0.256 1.632 0.069
H 1.829 0.786 -7.304 0.093
H 1.638 -2.370 3.871 0.079
H 1.809 5.160 0.699 0.075
H -2.742 1.445 -2.887 0.073
H 1.613 -0.758 4.600 0.075
H 4.055 -2.734 -1.688 0.078
H 3.558 5.159 0.411 0.068
H 3.521 -2.095 -5.888 0.092
H 2.981 3.482 2.175 0.106
H 2.449 4.347 -0.729 -0.025
H -1.398 -2.514 -1.499 0.079
H 0.285 -1.376 -3.192 0.079
```

Computed properties:
Charge   -1
Highest occupied orbital energy   -0.134 Eh

No. 2
Entry from the OMol25 dataset: a 2-piece molecular cluster, C7H12O overall (ωB97M-V/def2-TZVPD).

Structure (XYZ):
```
20
Properties=species:S:1:pos:R:3:lowdin_charge:R:1
O 0.312 2.649 0.373 -0.059
C 1.431 -0.862 -0.542 -0.113
C 2.366 0.054 -1.297 -0.175
C -2.923 -1.044 2.055 -0.097
C 1.935 0.619 -2.407 -0.013
C -1.913 -0.581 0.968 -0.145
C 0.185 -0.461 -0.173 -0.128
C -0.840 -1.282 0.544 -0.093
H 1.834 -1.860 -0.293 0.103
H 1.052 0.278 -2.928 0.063
H -0.608 -2.305 0.829 0.109
H -3.955 -0.904 1.906 0.035
H 2.360 1.392 -2.999 0.042
H -2.957 -2.153 2.153 0.073
H -2.143 0.370 0.530 0.082
H 3.401 0.114 -0.898 0.106
H -2.566 -0.634 3.042 0.088
H -0.065 0.511 -0.604 0.077
H -0.468 2.152 0.199 -0.020
H 0.167 3.193 1.187 0.066
```

Computed properties:
SMILES   C=C/C=C/C=C/C.O
Highest occupied orbital energy   -0.304 Eh

No. 3
Entry from the OMol25 dataset: a 2-piece molecular cluster, C3H3IO2 overall (ωB97M-V/def2-TZVPD).

Structure (XYZ):
```
9
Properties=species:S:1:pos:R:3:lowdin_charge:R:1
I 3.294 -0.297 0.063 0.839
O 0.427 -1.773 -0.046 0.067
O 1.263 1.902 -0.002 0.001
C -1.349 -0.091 0.101 -0.029
C -0.077 -0.714 -0.015 -0.322
C 1.551 0.795 0.021 -0.855
H -1.318 0.637 0.793 0.050
H -2.120 -0.840 0.015 0.091
H -1.673 0.382 -0.932 0.159
```

Computed properties:
Highest occupied orbital energy   -0.287 Eh

No. 4
Entry from the OMol25 dataset: C2H3O4S2 as an isolated structure (ωB97M-V/def2-TZVPD).

Structure (XYZ):
```
11
Properties=species:S:1:pos:R:3:lowdin_charge:R:1
S 1.925 -1.207 0.021 0.551
S 2.326 1.409 -0.120 0.780
O 2.565 -0.639 -1.173 -0.450
O 1.702 0.303 0.893 -0.580
O 3.722 1.674 0.163 -0.530
O 2.774 -2.028 0.846 -0.341
C 0.440 -2.049 -0.439 -0.269
C -0.602 -1.242 -0.274 -0.205
H -0.580 -0.230 0.133 0.024
H 1.685 2.473 0.738 0.007
H -1.596 -1.584 -0.539 0.012
```

Computed properties:
Charge   -1
Highest occupied orbital energy   -0.171 Eh

No. 5
Entry from the OMol25 dataset: one molecule with the formula CH3N3O2S (ωB97M-V/def2-TZVPD).

Structure (XYZ):
```
10
Properties=species:S:1:pos:R:3:lowdin_charge:R:1
S 1.455 -1.099 -0.306 0.950
O -2.024 0.321 -0.704 -0.126
O 3.409 0.308 0.240 -0.127
N -0.322 1.672 0.075 0.197
N -0.646 0.601 -0.074 -0.343
N 2.208 0.164 0.488 -0.418
C -0.267 -0.747 0.250 -0.373
H -1.068 -1.216 -0.296 0.081
H -2.538 1.140 -0.893 0.091
H -0.208 -1.144 1.220 0.067
```

Computed properties:
Highest occupied orbital energy (spin up / spin down)   -0.342 / -0.342 Eh

No. 6
Entry from the OMol25 dataset: a 4-piece molecular cluster, C20H45ClFNO5 overall (ωB97M-V/def2-TZVPD).

Structure (XYZ):
```
73
Properties=species:S:1:pos:R:3:lowdin_charge:R:1
Cl -0.311 0.791 -2.680 0.607
F 2.431 -4.538 -1.509 -0.016
O -2.389 0.397 2.169 -0.169
O 3.259 -2.179 3.046 -0.182
O 2.210 -3.700 -3.852 0.004
O 1.406 -3.680 -1.588 0.000
O -4.666 3.086 -2.371 -0.163
N 1.291 -1.518 -3.146 -0.052
C -2.362 1.148 4.515 -0.081
C 2.776 0.442 -4.165 -0.091
C 3.476 -4.628 3.205 -0.078
C 0.148 -1.005 -2.308 -0.558
C 1.652 -2.957 -2.856 -0.227
C 2.567 -0.733 -2.993 -0.338
C -0.793 2.095 1.371 -0.079
C -2.053 -2.244 -1.235 -0.126
C -2.242 1.687 1.581 -0.273
C 2.848 -0.101 -1.511 -0.221
C -5.329 5.269 -3.299 -0.084
C 3.671 -1.761 5.438 -0.081
C -2.249 3.561 -2.385 -0.105
C -5.093 4.413 -2.067 -0.278
C 3.041 -1.197 -0.305 -0.132
C -1.256 -1.852 -2.641 -0.232
C 2.661 -1.984 4.326 -0.276
C -1.800 0.215 3.455 -0.277
C -3.449 2.963 -3.102 -0.274
C 4.142 -3.291 2.922 -0.276
H -6.035 4.320 -1.515 0.119
H 3.777 -0.739 0.510 0.090
H -0.740 3.073 0.883 0.076
H -1.083 -2.764 -3.353 0.119
H 3.886 0.484 -1.591 0.130
H -6.075 4.802 -3.952 0.083
H -4.382 4.890 -1.384 0.104
H -2.008 -1.129 -3.221 0.094
H -4.418 5.402 -3.887 0.064
H 0.298 -1.154 -1.133 0.120
H 2.068 0.689 -1.141 0.089
H 4.504 -3.291 1.889 0.112
H -2.118 3.092 -1.402 0.056
H 2.027 -1.093 4.242 0.114
H 3.582 -2.170 -0.708 0.084
H -3.448 1.019 4.603 0.084
H -2.033 -1.350 -0.449 0.085
H -1.672 -3.260 -0.792 0.077
H 3.159 -1.579 6.388 0.078
H -0.712 0.303 3.388 0.099
H -2.781 2.435 2.173 0.107
H 3.100 -4.689 4.228 0.064
H 3.457 -1.502 -3.198 0.161
H 4.306 -0.897 5.211 0.083
H -1.902 0.942 5.487 0.078
H 4.188 -5.447 3.061 0.079
H -2.178 2.197 4.275 0.064
H 3.875 0.432 -4.588 0.087
H -1.338 3.408 -2.973 0.050
H 2.072 0.104 -5.060 0.091
H 5.022 -3.148 3.556 0.105
H -3.275 1.892 -3.243 0.104
H 2.622 -4.780 2.533 0.083
H -3.203 -2.412 -1.506 0.088
H -3.564 3.391 -4.102 0.107
H -5.690 6.261 -3.010 0.077
H -2.742 1.646 0.606 0.112
H 4.329 -2.623 5.572 0.065
H -2.008 -0.818 3.751 0.119
H 1.991 -2.818 4.560 0.106
H -0.245 2.159 2.313 0.067
H 2.033 -1.471 0.250 0.082
H -0.277 1.361 0.741 0.067
H -2.364 4.634 -2.222 0.069
H 2.409 1.499 -3.808 0.068
```

Computed properties:
SMILES   CC[C@H](C)N(C(=O)OF)[C@@H](Cl)CC.CCOCC.CCOCC.CCOCC
Highest occupied orbital energy   -0.357 Eh